Molecular formula: C4H9I2N2
Method: DFT, ωB97M-V/def2-TZVPD

XYZ file:
```
17
Properties=species:S:1:pos:R:3:lowdin_charge:R:1
C 1.51822 0.02518 0.13751 -0.21
C -0.47051 -0.19807 1.35302 -0.36
C 0.88689 0.36068 -1.21646 -0.03
C -1.29989 -0.05335 0.10458 -1.22
N 0.70418 0.55397 1.19744 -0.09
N -0.57057 -0.30225 -1.07894 -0.14
I -2.05560 1.97409 -0.07918 0.94
I -3.01847 -1.48512 -0.05610 0.88
H 1.73082 -1.02566 0.24368 0.12
H 2.48491 0.56982 0.19953 0.15
H -1.02745 0.35349 2.19797 0.16
H -0.25822 -1.24333 1.40120 0.10
H 0.42426 1.43282 -1.34026 0.11
H 1.31271 -0.06360 -2.13674 0.14
H 1.30125 0.53822 2.07257 0.17
H -1.11202 -0.06487 -1.93544 0.14
H -0.55051 -1.37202 -1.06439 0.14
```

Computed properties:
- ΔE to the lowest compared entry with this formula, charge and spin (kcal per mole) = 17.11
- E_LUMO (eV) = -4.441
- E_HOMO (eV) = -13.18
- HOMO-LUMO gap (eV) = 8.74
- calculated total energy (eV) = -23467.3111
- molecular weight (g mol⁻¹) = 338.9
- 2S+1 = 1
- total charge = +1